# 1
{"formula": "C5H13O3Sc", "method": "the ωB97M-V functional and the def2-TZVPD basis", "largest_force_ha_per_bohr": 0.028, "total_energy_ha": -1184.43409, "spin_multiplicity": 2, "total_charge": 1, "symbols": ["C", "C", "O", "C", "C", "O", "C", "H", "H", "H", "H", "H", "H", "H", "H", "H", "H", "H", "Sc", "O", "H", "H"], "xyz": [[2.614398, -0.722824, -0.069106], [1.333784, -1.413107, -0.456510], [0.237038, -0.734334, 0.232427], [-1.018296, -1.371636, 0.134346], [-2.098194, -0.569965, 0.834459], [-2.660488, 0.467126, 0.068911], [-1.808916, 1.555878, -0.190903], [3.332486, -1.442299, 0.350985], [3.166354, -0.168273, -0.842238], [1.289103, -2.467789, -0.135019], [1.092018, -1.371741, -1.532723], [-0.949618, -2.369273, 0.602167], [-1.288007, -1.511948, -0.926873], [-1.694035, -0.173370, 1.785558], [-2.925322, -1.250369, 1.076392], [-2.416950, 2.350813, -0.640278], [-1.358385, 1.936769, 0.743488], [-0.998359, 1.288958, -0.887032], [1.552031, 0.678245, 1.332494], [1.627953, 2.259459, -0.170258], [1.079614, 3.047869, -0.219287], [1.891791, 1.981810, -1.091000]], "forces_ev_per_angstrom": [[0.67, -0.07, 0.80], [0.34, -0.44, -0.82], [0.31, 0.92, 0.73], [-0.72, -0.65, -0.13], [-0.09, -0.09, 0.05], [0.08, 0.10, 0.02], [-0.03, -0.02, -0.24], [-0.21, 0.23, -0.06], [-0.45, -0.28, -0.13], [0.12, 0.36, -0.09], [0.06, -0.01, 0.32], [0.02, 0.26, -0.14], [0.13, 0.09, 0.29], [-0.10, -0.04, -0.06], [0.21, 0.23, -0.04], [0.18, -0.23, 0.18], [-0.07, 0.03, 0.04], [-0.16, 0.04, 0.08], [-0.24, -0.85, -0.83], [0.30, -0.33, -0.94], [0.04, 0.27, -0.29], [-0.39, 0.50, 1.28]], "lowdin_charge": [-0.235, -0.276, -0.320, -0.173, -0.189, -0.152, -0.108, 0.040, 0.036, 0.130, 0.132, 0.145, 0.154, 0.130, 0.145, 0.109, 0.083, 0.081, 1.131, -0.085, 0.093, 0.130]}



# 2
{"formula": "C5H10N", "method": "the ωB97M-V functional and the def2-TZVPD basis", "largest_force_ha_per_bohr": 0.060, "de_lowest_kcal_mol": 51.35, "smiles": "C=[N+]1CC1(C)C", "total_energy_ha": -250.92347, "total_charge": 1, "symbols": ["C", "C", "C", "C", "C", "N", "H", "H", "H", "H", "H", "H", "H", "H", "H", "H"], "xyz": [[-2.014737, -0.565028, -0.440742], [-0.369684, 0.648862, 1.266656], [0.521325, 0.060206, 0.160319], [0.802517, 1.091268, -0.883267], [1.327904, -1.227113, 0.266013], [-1.003397, -0.075970, 0.151767], [-1.952764, -1.075449, -1.405532], [-3.091130, -0.223812, -0.070104], [-0.712098, 0.125393, 2.252649], [-0.545983, 1.767564, 1.241547], [0.134227, 1.848867, -0.730444], [0.527211, 0.723240, -1.883508], [1.809727, 1.417850, -0.875181], [0.703364, -2.081431, 0.142080], [1.724934, -1.229047, 1.248584], [2.138584, -1.205399, -0.440835]], "forces_ev_per_angstrom": [[-1.95, 2.21, 0.97], [-1.81, -0.44, 1.18], [-2.01, -0.50, 0.13], [0.50, -2.04, -1.21], [-0.43, 1.50, 0.07], [0.71, -0.42, -0.50], [0.33, -0.20, 0.45], [2.35, -1.09, -0.60], [1.40, 1.00, -1.68], [0.26, -1.49, 0.15], [-1.31, 2.48, 0.37], [0.53, -0.24, 0.22], [0.96, 0.39, 0.03], [-0.33, -0.68, -0.21], [0.62, -0.34, 0.95], [0.18, -0.14, -0.33]], "lowdin_charge": [0.174, 0.041, -0.359, 0.001, 0.032, -0.045, 0.120, 0.167, 0.177, 0.153, 0.054, 0.119, 0.100, 0.086, 0.085, 0.095]}



# 3
{"formula": "C8H10FNO", "method": "the ωB97M-V functional and the def2-TZVPD basis", "largest_force_ha_per_bohr": 0.058, "de_lowest_kcal_mol": 88.66, "total_energy_ha": -540.50279, "symbols": ["C", "C", "C", "C", "C", "C", "C", "C", "N", "O", "F", "H", "H", "H", "H", "H", "H", "H", "H", "H", "H"], "xyz": [[3.592065, -1.281626, 1.142177], [2.418005, -1.410092, 1.133470], [-1.545187, -0.023989, 0.032095], [0.199347, -0.463907, 1.656966], [0.998582, -1.669473, 1.201764], [0.494125, 1.435636, 0.228089], [-1.783309, -0.179861, -1.448390], [0.025990, 2.430750, -0.785819], [-0.205665, 0.292278, 0.478768], [-2.407336, -0.282718, 0.841429], [0.808331, -2.794931, 1.991768], [4.633888, -1.374565, 0.950456], [-0.712481, -0.929025, 2.101502], [0.761312, 0.052537, 2.441858], [0.856703, -2.030942, 0.122868], [-2.748971, 0.330621, -1.854299], [-2.083969, -1.312014, -1.566562], [-1.069550, 0.321274, -2.083548], [0.666704, 2.349170, -1.683031], [0.256853, 3.380450, -0.380207], [-1.058051, 2.445098, -1.146684]], "forces_ev_per_angstrom": [[1.96, -0.22, -0.51], [-0.97, 0.04, 0.70], [-1.31, -0.21, 0.06], [-1.09, -2.12, 0.56], [1.20, -1.01, -2.14], [-0.39, -1.31, 0.15], [-2.86, -0.37, -0.79], [-1.50, -1.26, -1.07], [0.71, 2.53, 0.24], [0.69, 0.23, -0.59], [-0.41, 0.22, 0.39], [0.09, 0.34, 0.24], [0.57, 0.73, -0.14], [-0.31, 0.44, -0.65], [-0.99, 0.71, 1.28], [1.24, -0.70, 1.47], [1.32, 2.08, -0.25], [0.85, -0.93, -0.16], [-0.10, -0.13, 0.34], [0.17, 1.07, 0.39], [1.11, -0.15, 0.47]], "lowdin_charge": [0.136, -0.095, -0.444, -0.114, -0.352, -0.001, -0.014, -0.141, -0.086, 0.104, 0.000, 0.035, 0.135, 0.140, 0.174, 0.118, 0.136, 0.053, 0.088, 0.043, 0.085]}